1.
Entry from OMol25: a 2-piece molecular cluster, C4H8N2S overall in a non-equilibrium geometry (ωB97M-V/def2-TZVPD).

Gap between HOMO and LUMO (Eh): 0.3182
Energy above the lowest of the compared OMol25 structures with the same formula, charge and spin (kcal/mol): 30.1
SMILES: CC(N)=S.CC#N
E (eV): -18092.436
HOMO level (Ha): -0.2888

```
15
Properties=species:S:1:pos:R:3:mulliken_charge:R:1
C -3.2584 -0.1238 -0.2791 -0.97
C -1.7330 -0.1486 -0.0303 0.48
N -1.2658 1.0886 -0.0684 -0.28
S -0.9275 -1.5309 0.2755 -0.38
H -3.7265 -0.3164 0.7336 0.25
H -3.5205 0.8558 -0.5789 0.30
H -3.5251 -1.0370 -0.9239 0.27
H -0.2606 1.4178 0.0154 0.30
H -1.9119 1.7812 -0.0370 0.13
C 3.7927 -0.6589 0.1411 -0.75
C 2.6395 0.2447 0.0820 0.22
N 1.7864 0.9850 -0.0206 -0.40
H 3.4970 -1.3506 0.9251 0.26
H 4.5640 0.0343 0.5221 0.27
H 3.8495 -1.2414 -0.7567 0.29
```

---

2.
Entry from OMol25: a 2-piece molecular cluster, C5H10N2O2 overall in a non-equilibrium geometry (ωB97M-V/def2-TZVPD).

Gap between HOMO and LUMO (alpha / beta) (Eh): 0.3420 / 0.3178
Energy above the lowest of the compared OMol25 structures with the same formula, charge and spin (kcal/mol): 190.5
E (eV): -12415.211
HOMO level (alpha / beta) (Ha): -0.3502 / -0.3319

```
19
Properties=species:S:1:pos:R:3:mulliken_charge:R:1
C -0.0267 0.8226 0.3964 -0.07
C -0.1943 -0.3990 -0.3538 1.53
C -1.0121 2.0167 0.1662 -1.45
C -1.4379 -0.6769 -1.1183 -1.49
C 0.2994 -1.6448 0.4638 -1.18
N 0.7715 0.5972 -0.7410 -0.76
N 2.9489 -0.0807 0.4216 0.83
O 2.7095 0.1562 1.5100 -0.39
O 3.6784 -0.6012 -0.3217 -0.47
H 0.4060 0.8592 1.3340 0.50
H -2.1001 1.8639 0.4393 0.26
H -1.0465 2.1346 -0.8759 0.39
H -0.7143 2.9028 0.7667 0.35
H -1.4685 -0.2762 -2.1226 0.41
H -2.3867 -0.2340 -0.6386 0.23
H -1.6911 -1.7832 -1.1685 0.35
H 1.2701 -1.3575 0.8564 0.27
H 0.3487 -2.4213 -0.3343 0.40
H -0.3543 -1.8785 1.3203 0.29
```

---

energy above the lowest of the compared OMol25 structures with the same formula, charge and spin of number 2 (C5H10N2O2)? 190.5 kcal/mol

---

Which value of energy above the lowest of the compared OMol25 structures with the same formula, charge and spin does entry 2 give? 190.5 kcal/mol

---

What did the second record say?
Entry from OMol25: a 2-piece molecular cluster, C5H10N2O2 overall in a non-equilibrium geometry (ωB97M-V/def2-TZVPD).

Gap between HOMO and LUMO (alpha / beta) (Eh): 0.3420 / 0.3178
Energy above the lowest of the compared OMol25 structures with the same formula, charge and spin (kcal/mol): 190.5
E (eV): -12415.211
HOMO level (alpha / beta) (Ha): -0.3502 / -0.3319

```
19
Properties=species:S:1:pos:R:3:mulliken_charge:R:1
C -0.0267 0.8226 0.3964 -0.07
C -0.1943 -0.3990 -0.3538 1.53
C -1.0121 2.0167 0.1662 -1.45
C -1.4379 -0.6769 -1.1183 -1.49
C 0.2994 -1.6448 0.4638 -1.18
N 0.7715 0.5972 -0.7410 -0.76
N 2.9489 -0.0807 0.4216 0.83
O 2.7095 0.1562 1.5100 -0.39
O 3.6784 -0.6012 -0.3217 -0.47
H 0.4060 0.8592 1.3340 0.50
H -2.1001 1.8639 0.4393 0.26
H -1.0465 2.1346 -0.8759 0.39
H -0.7143 2.9028 0.7667 0.35
H -1.4685 -0.2762 -2.1226 0.41
H -2.3867 -0.2340 -0.6386 0.23
H -1.6911 -1.7832 -1.1685 0.35
H 1.2701 -1.3575 0.8564 0.27
H 0.3487 -2.4213 -0.3343 0.40
H -0.3543 -1.8785 1.3203 0.29
```

---

Which of these has the highest energy above the lowest of the compared OMol25 structures with the same formula, charge and spin? C5H10N2O2